The following is a DFT calculation (wB97M-V/def2-TZVPD) of a molecular structure, C46H50GeN6OReS at a distorted geometry.

The geometry in XYZ format:
```
106
Properties=species:S:1:pos:R:3:mulliken_spin:R:1
Re -0.037 -1.224 -0.600 -0.6543
C 2.644 -7.174 -1.008 -0.0010
C 2.172 -5.941 -0.230 0.0012
N 2.552 -4.639 -0.922 -0.0074
C 1.707 -3.641 -1.307 0.0095
S -0.054 -3.777 -1.249 -0.0274
N 2.352 -2.525 -1.719 -0.0785
N 1.530 -1.528 -1.908 -0.0930
C 1.451 -0.822 -3.059 0.1937
C 2.678 -0.331 -3.751 -0.0245
C 0.090 -0.791 -3.536 0.0601
C -0.299 -0.420 -4.847 0.0875
C -1.659 -0.593 -5.224 -0.0321
C -2.545 -1.190 -4.280 0.0784
C -2.078 -1.587 -3.025 -0.0353
N -0.799 -1.403 -2.675 0.1054
H 2.046 -8.000 -0.657 0.0002
H 3.709 -7.390 -0.778 0.0000
H 2.535 -7.065 -2.073 0.0000
H 2.618 -5.933 0.779 0.0003
H 1.087 -5.870 -0.057 0.0005
H 3.526 -4.411 -0.902 0.0009
H 3.546 -0.451 -3.097 0.0015
H 2.572 0.691 -4.089 0.0111
H 2.882 -0.953 -4.655 0.0145
H 0.468 -0.027 -5.502 0.0082
H -2.002 -0.377 -6.230 -0.0006
H -3.569 -1.386 -4.600 0.0027
H -2.720 -2.055 -2.282 0.0011
O 0.674 2.790 -2.008 0.0042
N 1.767 3.402 -2.356 -0.0027
C 2.376 4.219 -1.449 -0.0003
C 3.582 4.785 -1.774 0.0002
C 4.193 4.574 -3.040 -0.0001
C 3.383 3.905 -3.981 0.0007
C 2.188 3.347 -3.661 -0.0004
H 1.883 4.316 -0.479 0.0002
H 4.096 5.362 -0.994 0.0000
H 5.135 5.026 -3.306 0.0000
H 3.627 3.781 -5.013 -0.0001
H 1.479 2.944 -4.396 -0.0011
C 2.389 1.136 0.935 -0.0164
C 3.374 0.117 1.558 0.0027
C 4.536 -0.013 0.550 0.0101
C 2.878 -1.208 2.077 0.1023
C 3.860 -2.038 2.688 -0.0833
C 3.478 -3.244 3.296 0.1257
C 2.133 -3.600 3.377 -0.0954
C 1.132 -2.749 2.908 0.0707
C -0.255 -3.008 3.350 0.0009
C -0.237 -3.066 4.872 0.0165
C -1.287 -1.998 2.873 -0.0015
C 1.566 -1.764 1.969 0.0419
N 0.767 -1.506 0.921 0.2630
H 2.749 2.155 1.084 0.0012
H 1.387 1.076 1.347 0.0164
H 2.302 0.983 -0.125 -0.0103
H 3.748 0.642 2.484 0.0080
H 4.152 -0.468 -0.346 -0.0022
H 5.335 -0.651 0.959 0.0008
H 4.929 0.982 0.337 -0.0004
H 4.900 -1.779 2.747 -0.0003
H 4.262 -3.924 3.696 0.0054
H 1.887 -4.504 3.914 -0.0008
H -0.553 -4.051 3.018 0.0070
H 0.451 -2.255 5.248 -0.0008
H 0.150 -3.989 5.325 0.0003
H -1.228 -2.837 5.310 -0.0014
H -0.843 -0.989 2.850 0.0101
H -2.141 -2.004 3.556 -0.0003
H -1.614 -2.192 1.849 -0.0197
C -1.275 0.051 -0.067 0.8772
Ge -2.384 1.482 0.414 -0.0223
C -2.970 2.517 -1.175 0.0276
C -2.361 3.734 -1.481 -0.0073
C -2.844 4.602 -2.500 0.0005
C -4.006 4.269 -3.170 0.0015
C -4.564 2.987 -3.027 0.0012
C -4.087 2.166 -2.017 -0.0040
C -1.682 2.279 2.027 0.0514
C -1.979 1.819 3.350 -0.0063
C -1.436 2.424 4.462 0.0005
C -0.615 3.561 4.305 0.0017
C -0.341 4.059 3.037 0.0022
C -0.836 3.349 1.901 -0.0121
C -4.134 1.048 1.150 -0.0058
C -4.747 1.762 2.146 -0.0008
C -5.865 1.292 2.787 0.0008
C -6.479 0.105 2.378 -0.0005
C -5.921 -0.563 1.310 0.0064
C -4.721 -0.109 0.703 0.0067
H -1.408 4.027 -1.016 0.0000
H -2.326 5.550 -2.648 0.0003
H -4.484 4.936 -3.843 0.0002
H -5.428 2.647 -3.595 0.0002
H -4.648 1.258 -1.799 -0.0005
H -2.708 1.014 3.448 0.0027
H -1.710 2.029 5.433 -0.0002
H -0.239 4.050 5.217 -0.0001
H 0.207 5.018 2.909 -0.0002
H -0.505 3.586 0.902 0.0004
H -4.316 2.712 2.376 -0.0006
H -6.226 1.837 3.670 0.0000
H -7.418 -0.236 2.847 0.0000
H -6.361 -1.466 0.929 0.0001
H -4.170 -0.688 -0.048 0.0055
```

As for the HOMO energy (alpha / beta): -6.3138 / -6.4580 eV. The spin multiplicity is 2. For the max |F|, the calculation gives 3.22 eV Å⁻¹. The value obtained for the frontier orbital gap (alpha / beta) is 5.938 / 5.597 eV. Its calculated total energy is -128974.472 eV.